No. 1
{
  "formula": "C31H50N4NiS2",
  "method": "ωB97M-V/def2-TZVPD",
  "largest_force_ev_per_a": 1.47,
  "s_squared": 2.0180,
  "energy_ev": -101631.9522,
  "spin_multiplicity": 3,
  "homo_ev": [-5.569, -6.246],
  "elements": ["Ni", "C", "C", "C", "C", "C", "C", "C", "C", "C", "C", "C", "C", "N", "C", "C", "N", "C", "C", "C", "C", "C", "C", "C", "C", "C", "C", "C", "C", "H", "H", "H", "H", "H", "H", "H", "H", "H", "H", "H", "H", "H", "H", "H", "H", "H", "H", "H", "H", "H", "H", "H", "H", "H", "H", "H", "H", "H", "H", "H", "H", "H", "H", "H", "H", "C", "S", "C", "H", "H", "H", "H", "H", "H", "C", "N", "C", "S", "N", "C", "H", "H", "H", "H", "H", "H", "H", "H"],
  "coordinates": [[-0.309, 1.210, -0.795], [-2.057, 3.831, 0.938], [-1.416, 2.585, 1.551], [-0.589, 2.931, 2.787], [-2.418, 1.487, 1.831], [-3.393, 1.757, 2.800], [-4.415, 0.868, 3.083], [-4.483, -0.309, 2.362], [-3.592, -0.634, 1.331], [-3.891, -1.873, 0.509], [-5.271, -1.753, -0.155], [-3.799, -3.187, 1.322], [-2.469, 0.253, 1.132], [-1.410, -0.102, 0.262], [-0.912, -1.341, 0.220], [0.173, -1.556, -0.658], [0.619, -0.503, -1.320], [1.708, -0.569, -2.194], [1.727, -1.498, -3.279], [2.929, -1.659, -3.993], [4.036, -0.877, -3.753], [3.990, 0.091, -2.755], [2.845, 0.282, -1.976], [2.868, 1.324, -0.894], [3.298, 2.697, -1.410], [3.730, 0.900, 0.281], [0.530, -2.341, -3.703], [0.085, -1.959, -5.129], [0.784, -3.865, -3.607], [-1.315, 4.502, 0.503], [-2.634, 4.390, 1.681], [-2.753, 3.591, 0.128], [-0.688, 2.189, 0.785], [-1.171, 3.427, 3.559], [0.226, 3.604, 2.531], [-0.172, 2.005, 3.188], [-3.367, 2.700, 3.337], [-5.121, 1.041, 3.900], [-5.262, -1.038, 2.589], [-3.154, -1.925, -0.295], [-6.099, -1.813, 0.556], [-5.436, -2.539, -0.902], [-5.385, -0.798, -0.690], [-4.596, -3.257, 2.046], [-2.847, -3.266, 1.866], [-3.855, -4.054, 0.650], [-1.312, -2.156, 0.813], [0.585, -2.559, -0.795], [2.972, -2.430, -4.757], [4.944, -1.014, -4.354], [4.865, 0.701, -2.562], [1.837, 1.416, -0.488], [4.340, 2.700, -1.750], [3.169, 3.463, -0.644], [2.686, 3.013, -2.262], [4.782, 0.790, 0.003], [3.391, -0.056, 0.686], [3.664, 1.593, 1.122], [-0.291, -2.096, -3.020], [0.837, -2.238, -5.869], [-0.069, -0.874, -5.220], [-0.848, -2.446, -5.410], [1.479, -4.216, -4.373], [-0.141, -4.452, -3.703], [1.244, -4.129, -2.646], [-0.948, 2.323, -3.890], [-1.545, 2.406, -2.184], [-3.032, 1.392, -2.363], [-0.756, 1.279, -4.175], [-0.027, 2.918, -3.908], [-1.697, 2.770, -4.531], [-3.717, 1.887, -3.057], [-3.513, 1.299, -1.384], [-2.751, 0.386, -2.710], [3.163, -1.805, 5.517], [2.839, -1.644, 4.094], [2.319, -0.506, 3.547], [1.063, -0.546, 2.385], [2.858, 0.656, 4.011], [4.191, 0.899, 4.548], [2.685, -2.715, 5.890], [2.779, -0.974, 6.107], [4.250, -1.905, 5.674], [2.468, -2.488, 3.641], [2.322, 1.474, 3.764], [4.177, 1.000, 5.634], [4.578, 1.827, 4.130], [4.890, 0.106, 4.270]]
}



No. 2
{
  "formula": "C3H9O2",
  "method": "ωB97M-V/def2-TZVPD",
  "largest_force_ev_per_a": 4.46,
  "energy_ev": -7350.2246,
  "total_charge": -1,
  "homo_ev": -1.973,
  "elements": ["C", "O", "C", "C", "H", "H", "H", "H", "H", "H", "H", "H", "H", "O"],
  "coordinates": [[2.041, -0.076, 0.279], [2.847, 0.285, -0.684], [0.524, 0.522, 0.341], [-0.546, -0.144, -0.379], [1.876, -1.162, 0.683], [2.599, 0.090, 1.311], [0.291, 0.557, 1.456], [0.611, 1.562, 0.105], [-0.331, -1.323, -0.382], [-1.464, -0.114, 0.121], [-0.542, 0.136, -1.420], [-3.311, -0.767, -0.440], [-3.583, 0.473, 0.236], [-3.879, -0.443, 0.294]]
}



No. 3
{
  "formula": "C10H8NS",
  "method": "ωB97M-V/def2-TZVPD",
  "largest_force_ev_per_a": 7.58,
  "energy_ev": -22814.0365,
  "total_charge": 1,
  "homo_ev": [-11.475, -11.474],
  "elements": ["C", "C", "C", "C", "C", "C", "C", "C", "C", "C", "N", "S", "H", "H", "H", "H", "H", "H", "H", "H"],
  "coordinates": [[0.211, -0.055, -2.531], [0.308, 1.323, -2.306], [-0.213, -0.967, -1.573], [-0.041, 1.836, -1.092], [-0.598, -0.423, -0.236], [-0.653, 0.972, -0.126], [-0.700, -1.022, 1.021], [-1.827, -0.949, 3.906], [-0.842, 0.059, 1.956], [-0.624, -0.102, 3.430], [-0.751, 1.258, 1.282], [-3.282, -1.766, 3.993], [0.544, -0.339, -3.482], [0.749, 2.099, -3.056], [-0.054, -2.071, -1.455], [0.143, 2.904, -0.811], [-0.467, -2.082, 1.209], [-1.175, 2.208, 1.599], [-0.909, 0.770, 3.855], [0.367, -0.447, 3.859]]
}



No. 4
{
  "formula": "C31H40BI2N7O2S3Ti",
  "method": "ωB97M-V/def2-TZVPD",
  "largest_force_ev_per_a": 2.61,
  "s_squared": 2.0096,
  "energy_ev": -119828.4568,
  "spin_multiplicity": 3,
  "homo_ev": [-6.955, -7.704],
  "elements": ["Ti", "C", "C", "C", "C", "N", "C", "C", "N", "B", "N", "C", "C", "N", "C", "S", "C", "C", "C", "C", "N", "C", "C", "N", "C", "S", "C", "C", "C", "C", "C", "S", "H", "H", "H", "H", "H", "H", "H", "H", "H", "H", "H", "H", "H", "H", "H", "H", "H", "H", "H", "H", "H", "H", "H", "H", "H", "H", "H", "H", "H", "H", "H", "H", "H", "H", "O", "C", "O", "C", "C", "C", "C", "C", "C", "C", "C", "C", "N", "H", "H", "H", "H", "H", "H", "I", "I"],
  "coordinates": [[1.779, 0.565, -2.008], [-1.759, 4.898, 0.079], [-1.691, 4.754, 1.590], [-3.034, 4.651, 2.272], [-1.018, 6.022, 2.156], [-0.872, 3.554, 1.984], [0.252, 3.617, 2.830], [0.648, 2.353, 3.102], [-0.185, 1.512, 2.441], [0.087, 0.008, 2.688], [-1.147, -0.866, 2.448], [-1.900, -1.379, 3.440], [-2.860, -2.176, 2.897], [-2.660, -2.078, 1.520], [-1.689, -1.206, 1.236], [-1.222, -0.374, -0.201], [-3.641, -2.618, 0.508], [-3.000, -2.941, -0.863], [-4.736, -1.554, 0.343], [-4.205, -3.939, 1.084], [1.344, -0.606, 2.027], [1.865, -1.810, 2.477], [3.139, -1.916, 2.070], [3.468, -0.779, 1.378], [2.354, -0.006, 1.298], [2.082, 1.407, 0.302], [4.908, -0.556, 0.967], [5.810, -0.813, 2.168], [5.159, 0.880, 0.504], [5.225, -1.539, -0.165], [-1.116, 2.247, 1.735], [-2.446, 1.669, 0.815], [-2.353, 5.742, -0.319], [-2.226, 4.044, -0.404], [-0.758, 4.937, -0.288], [-3.666, 5.499, 1.991], [-2.901, 4.685, 3.366], [-3.538, 3.727, 1.986], [-1.576, 6.932, 1.811], [0.020, 6.129, 1.885], [-1.043, 6.033, 3.254], [0.667, 4.562, 3.094], [1.484, 2.036, 3.701], [0.242, -0.159, 3.873], [-1.653, -1.128, 4.491], [-3.671, -2.736, 3.307], [-2.839, -2.046, -1.473], [-3.585, -3.633, -1.482], [-2.031, -3.397, -0.730], [-4.362, -0.601, -0.023], [-5.346, -1.424, 1.248], [-5.382, -1.931, -0.410], [-3.413, -4.646, 1.290], [-4.895, -4.395, 0.413], [-4.692, -3.797, 2.069], [1.277, -2.508, 3.098], [3.812, -2.738, 2.139], [5.505, -0.278, 3.103], [6.777, -0.396, 1.886], [5.974, -1.885, 2.378], [4.836, 1.602, 1.271], [4.670, 1.116, -0.434], [6.198, 0.999, 0.411], [5.023, -2.594, 0.216], [6.300, -1.423, -0.376], [4.684, -1.296, -1.039], [2.500, -3.402, -1.517], [2.111, -2.297, -1.893], [2.173, -1.179, -1.266], [1.227, -2.242, -3.084], [0.909, -3.404, -3.800], [-0.046, -3.284, -4.741], [-0.489, -2.005, -5.119], [-1.390, -1.786, -6.192], [-1.807, -0.508, -6.475], [-1.340, 0.560, -5.712], [-0.544, 0.396, -4.603], [-0.114, -0.861, -4.296], [0.737, -1.050, -3.262], [1.316, -4.323, -3.429], [-0.396, -4.084, -5.394], [-1.669, -2.629, -6.839], [-2.484, -0.376, -7.357], [-1.614, 1.574, -5.974], [-0.299, 1.249, -3.993], [0.657, 2.977, -2.090], [4.085, 0.662, -3.386]]
}



No. 5
{
  "formula": "C30H66ClO20PS5",
  "method": "ωB97M-V/def2-TZVPD",
  "largest_force_ev_per_a": 4.96,
  "smiles": "CC[C@@H](Cl)[C@]1(CCOC=O)OS(=O)(=O)O[C@]1(CCCCCCCCOC)P(C)O.CCOS(C)(=O)=O.CCOS(C)(=O)=O.CCOS(C)(=O)=O.CCOS(C)(=O)=O",
  "energy_ev": -149108.3548,
  "homo_ev": -8.591,
  "elements": ["C", "C", "C", "Cl", "C", "C", "C", "O", "C", "O", "O", "S", "O", "O", "O", "C", "C", "C", "C", "C", "C", "C", "C", "C", "O", "C", "P", "C", "O", "H", "H", "H", "H", "H", "H", "H", "H", "H", "H", "H", "H", "H", "H", "H", "H", "H", "H", "H", "H", "H", "H", "H", "H", "H", "H", "H", "H", "H", "H", "H", "H", "H", "H", "C", "C", "O", "S", "C", "O", "O", "H", "H", "H", "H", "H", "H", "H", "H", "C", "C", "O", "S", "C", "O", "O", "H", "H", "H", "H", "H", "H", "H", "H", "C", "C", "O", "S", "C", "O", "O", "H", "H", "H", "H", "H", "H", "H", "H", "C", "C", "O", "S", "C", "O", "O", "H", "H", "H", "H", "H", "H", "H", "H"],
  "coordinates": [[-1.867, 6.918, 5.348], [-0.603, 6.093, 4.721], [0.778, 6.797, 5.051], [0.695, 7.127, 6.892], [2.146, 6.020, 4.720], [2.234, 4.585, 4.037], [1.197, 4.149, 2.928], [1.929, 3.332, 1.936], [1.881, 1.966, 2.394], [2.955, 1.369, 2.634], [2.609, 5.666, 6.102], [4.282, 5.344, 6.071], [4.695, 3.907, 5.846], [5.056, 5.698, 7.323], [4.565, 6.425, 4.790], [3.313, 7.112, 4.361], [3.589, 7.575, 2.876], [2.938, 6.777, 1.666], [1.427, 7.317, 1.478], [0.810, 6.977, 0.009], [-0.679, 6.365, 0.066], [-0.863, 5.369, -1.208], [0.002, 4.011, -0.924], [1.289, 3.892, -1.892], [2.369, 3.181, -1.247], [3.662, 3.754, -1.552], [3.359, 8.762, 5.314], [3.781, 8.572, 7.135], [4.714, 9.652, 4.677], [-1.595, 8.020, 5.557], [-2.724, 6.962, 4.571], [-2.307, 6.406, 6.264], [-0.667, 5.052, 5.218], [-0.847, 6.022, 3.593], [0.759, 7.843, 4.560], [3.288, 4.493, 3.568], [2.224, 3.785, 4.869], [0.563, 4.958, 2.445], [0.448, 3.409, 3.411], [0.878, 1.426, 2.551], [3.248, 8.676, 2.772], [4.732, 7.595, 2.708], [3.041, 5.645, 1.681], [3.490, 7.121, 0.707], [0.721, 7.054, 2.334], [1.517, 8.471, 1.494], [1.548, 6.340, -0.600], [0.717, 7.971, -0.577], [-1.498, 7.163, 0.010], [-0.821, 5.794, 1.044], [-0.435, 5.890, -2.144], [-1.974, 5.096, -1.353], [0.320, 4.070, 0.175], [-0.692, 3.099, -1.054], [1.574, 4.931, -2.279], [0.950, 3.279, -2.805], [4.039, 4.348, -0.635], [4.438, 2.934, -1.754], [3.663, 4.433, -2.482], [4.906, 8.728, 7.341], [3.260, 9.447, 7.685], [3.397, 7.623, 7.635], [4.395, 10.345, 4.063], [2.775, -1.549, 5.191], [2.785, -1.685, 3.680], [2.752, -3.055, 3.277], [1.339, -3.837, 3.314], [1.839, -5.239, 2.354], [0.367, -3.084, 2.561], [1.085, -4.271, 4.662], [1.818, -1.873, 5.608], [2.938, -0.509, 5.485], [3.551, -2.172, 5.640], [1.960, -1.127, 3.227], [3.712, -1.261, 3.289], [2.092, -4.905, 1.348], [1.002, -5.936, 2.318], [2.695, -5.708, 2.836], [0.190, -3.909, -4.790], [0.866, -3.240, -3.608], [0.021, -3.230, -2.457], [-0.110, -4.585, -1.585], [-0.877, -3.859, -0.165], [1.208, -5.036, -1.217], [-1.060, -5.457, -2.225], [0.058, -4.978, -4.613], [0.789, -3.787, -5.696], [-0.803, -3.484, -4.960], [1.826, -3.713, -3.381], [1.073, -2.196, -3.856], [-0.184, -3.152, 0.287], [-1.107, -4.659, 0.539], [-1.795, -3.360, -0.476], [-3.979, -5.782, -4.363], [-3.537, -6.679, -5.504], [-4.419, -6.575, -6.621], [-4.279, -5.297, -7.603], [-5.269, -5.931, -8.928], [-2.916, -5.198, -8.053], [-4.969, -4.181, -7.012], [-3.868, -4.728, -4.627], [-3.380, -5.972, -3.470], [-5.034, -5.947, -4.127], [-2.506, -6.463, -5.799], [-3.566, -7.719, -5.173], [-4.782, -6.815, -9.339], [-5.346, -5.157, -9.690], [-6.259, -6.175, -8.543], [-4.103, -13.603, -4.539], [-5.419, -13.174, -5.159], [-5.638, -11.772, -5.005], [-4.865, -10.756, -5.998], [-5.820, -9.313, -5.623], [-5.127, -11.143, -7.360], [-3.527, -10.558, -5.508], [-3.255, -13.192, -5.092], [-4.013, -14.692, -4.542], [-4.023, -13.243, -3.511], [-5.472, -13.461, -6.213], [-6.239, -13.680, -4.645], [-6.850, -9.481, -5.935], [-5.394, -8.475, -6.175], [-5.764, -9.122, -4.552]]
}



No. 6
{
  "formula": "C12H11NO",
  "method": "ωB97M-V/def2-TZVPD",
  "largest_force_ev_per_a": 4.49,
  "s_squared": 2.0213,
  "energy_ev": -16153.9857,
  "spin_multiplicity": 3,
  "homo_ev": [-5.196, -8.837],
  "elements": ["C", "C", "C", "C", "C", "C", "C", "C", "C", "C", "C", "C", "N", "O", "H", "H", "H", "H", "H", "H", "H", "H", "H", "H", "H"],
  "coordinates": [[-0.223, 0.115, 3.257], [1.047, 0.529, 2.886], [-0.869, -0.787, 2.445], [1.498, 0.239, 1.611], [-0.341, -1.111, 1.138], [0.843, -0.498, 0.678], [-0.300, 1.049, -2.005], [-0.875, -0.141, -2.618], [-0.690, 1.729, -0.986], [-0.659, -1.423, -2.246], [-0.844, -2.012, 0.169], [0.212, -1.766, -1.072], [1.216, -0.802, -0.566], [-1.761, -2.786, 0.239], [-0.689, 0.327, 4.283], [1.762, 1.143, 3.408], [-1.756, -1.273, 2.834], [2.358, 0.827, 1.436], [0.532, 1.622, -2.586], [-1.343, 0.139, -3.481], [-0.417, 2.756, -0.910], [-1.103, -2.152, -2.930], [0.874, -2.581, -1.276], [1.778, -0.340, -1.205], [-1.408, 1.282, -0.309]]
}



No. 7
{
  "formula": "C17H24N4O2S",
  "method": "ωB97M-V/def2-TZVPD",
  "largest_force_ev_per_a": 1.37,
  "smiles": "CC[C@H](C)[C@H](N)c1nnc(SCC(=O)Nc2ccc(C)cc2C)o1",
  "energy_ev": -38909.6621,
  "homo_ev": -8.082,
  "elements": ["C", "C", "C", "C", "C", "N", "C", "N", "N", "C", "S", "C", "C", "O", "N", "C", "C", "C", "C", "C", "C", "C", "C", "O", "H", "H", "H", "H", "H", "H", "H", "H", "H", "H", "H", "H", "H", "H", "H", "H", "H", "H", "H", "H", "H", "H", "H", "H"],
  "coordinates": [[1.168, 3.970, 2.862], [2.601, 3.517, 3.116], [3.139, 2.442, 2.161], [3.138, 2.911, 0.707], [2.437, 1.078, 2.347], [3.252, 0.039, 1.736], [1.041, 1.038, 1.821], [0.647, 1.127, 0.595], [-0.693, 0.947, 0.581], [-1.052, 0.740, 1.813], [-2.634, 0.455, 2.425], [-3.588, 0.571, 0.870], [-3.547, -0.742, 0.078], [-4.425, -1.566, 0.206], [-2.474, -0.823, -0.735], [-2.091, -1.884, -1.571], [-2.714, -3.125, -1.521], [-2.293, -4.152, -2.344], [-1.243, -3.968, -3.231], [-0.796, -5.073, -4.139], [-0.633, -2.721, -3.277], [-1.034, -1.670, -2.468], [-0.355, -0.336, -2.575], [-0.003, 0.777, 2.657], [0.936, 4.823, 3.496], [0.456, 3.185, 3.099], [1.029, 4.270, 1.827], [2.680, 3.148, 4.142], [3.258, 4.386, 3.033], [4.178, 2.250, 2.452], [2.140, 2.887, 0.281], [3.523, 3.926, 0.649], [3.779, 2.275, 0.102], [2.378, 0.863, 3.421], [3.302, 0.183, 0.733], [2.852, -0.879, 1.898], [-4.612, 0.754, 1.191], [-3.199, 1.418, 0.307], [-1.808, -0.054, -0.690], [-3.531, -3.280, -0.837], [-2.789, -5.110, -2.291], [0.256, -4.966, -4.395], [-1.373, -5.052, -5.064], [-0.949, -6.043, -3.671], [0.183, -2.561, -3.970], [0.405, -0.366, -3.352], [0.130, -0.053, -1.642], [-1.072, 0.443, -2.832]]
}



No. 8
{
  "formula": "C5H10O",
  "method": "ωB97M-V/def2-TZVPD",
  "largest_force_ev_per_a": 0.75,
  "smiles": "CC[C@H]1C[C@H]1O",
  "energy_ev": -7393.5170,
  "homo_ev": -9.672,
  "elements": ["C", "C", "C", "C", "C", "O", "H", "H", "H", "H", "H", "H", "H", "H", "H", "H"],
  "coordinates": [[-1.914, 0.543, 0.170], [-0.956, -0.548, -0.286], [0.324, -0.470, 0.486], [1.619, -1.010, -0.029], [1.434, 0.479, 0.153], [1.331, 1.163, -1.069], [-1.448, 1.525, 0.026], [-2.127, 0.440, 1.241], [-2.858, 0.519, -0.380], [-1.389, -1.543, -0.124], [-0.732, -0.465, -1.354], [0.228, -0.646, 1.557], [2.098, -1.667, 0.676], [1.734, -1.276, -1.077], [1.934, 1.054, 0.936], [0.723, 1.902, -0.926]]
}